(1)
13
Properties=species:S:1:pos:R:3 method="wB97M-V/def2-TZVPD" total_charge=0 spin_multiplicity=1 homo_energy_ev=-9.5
H 2.9558 -1.5096 -0.1036
C 1.9950 0.4794 0.2832
H -0.8477 1.5035 -0.6635
H -3.0447 -1.3218 0.4042
N -2.0018 -1.3182 0.2484
N 0.0225 -0.1268 -0.1271
H -2.4857 1.3653 0.4881
C -1.4126 -0.2077 -0.1002
H 2.8557 1.2382 0.4247
N 0.8327 -1.2239 -0.3182
N 0.7469 0.9299 0.0915
C 2.1182 -0.7995 -0.2432
N -1.7343 0.9913 -0.3843

---

(2)
13
Properties=species:S:1:pos:R:3 method="wB97M-V/def2-TZVPD" total_charge=0 spin_multiplicity=1 homo_energy_ev=-9.4
C -0.5316 1.3880 -1.0274
H -1.7776 -2.1259 -0.4952
H 0.0088 2.3443 -0.8938
N 1.6203 0.4946 1.3301
H -1.4384 1.3943 -0.6506
C 1.3589 -0.8690 1.3606
C -0.4070 -0.8011 0.0600
N -1.4753 -1.1935 -0.5427
N 0.3618 -1.6202 0.8159
H -0.8380 0.9595 -1.9986
N 0.1793 0.3837 -0.3064
H 1.9033 -1.3947 1.9941
N 1.0354 1.0400 0.3540

---

(3)
13
Properties=species:S:1:pos:R:3 method="wB97M-V/def2-TZVPD" total_charge=0 spin_multiplicity=1 homo_energy_ev=-8.5 smiles="[H]/N=c1/cc(N)[nH]nn1"
H -2.9889 -0.7133 0.9432
N 2.4420 -1.0227 0.1528
N -2.4949 -0.6272 -0.1520
N -0.9599 1.1098 0.1255
H -1.7445 1.6975 0.0968
H -2.5969 -1.7238 -0.4547
C -0.0791 -1.0628 0.0230
C 1.2395 -0.5413 -0.0046
N 0.2968 1.6092 0.0243
H 3.0695 -0.1086 -0.1750
N 1.3494 0.9481 -0.2105
H -0.0881 -2.2017 -0.1976
C -1.1746 -0.2410 0.0160

---

(4)
13
Properties=species:S:1:pos:R:3 method="wB97M-V/def2-TZVPD" total_charge=0 spin_multiplicity=1 homo_energy_ev=-8.3
N 2.1111 -0.4451 -0.0988
H 2.1793 -1.3748 -0.1576
N 0.5425 1.3576 -0.2633
H -2.8344 -1.6575 -0.5942
H 2.9676 0.1715 -0.4081
N -2.7429 -0.6354 -0.3995
N -1.6675 1.3457 0.3071
N -0.6526 2.0321 0.1235
H 1.4250 1.8811 -0.1421
C -1.6466 -0.0909 0.0996
C 0.7953 0.0625 0.1217
H -0.1399 -1.8900 0.7715
C -0.3369 -0.7569 0.6402

---

(5)
15
Properties=species:S:1:pos:R:3 method="wB97M-V/def2-TZVPD" total_charge=0 spin_multiplicity=1 homo_energy_ev=-9.8 smiles="Cn1cncn1.O=NN=O"
N 1.2795 -0.9259 1.2939
C 0.3348 -0.1217 0.9709
N 1.7692 0.0098 -0.7096
H -0.8816 0.7984 -1.6681
H -0.6041 -0.0310 1.5242
O -1.3374 -3.6067 2.5743
N -1.8901 -3.4909 1.5441
H -0.5906 2.1160 -0.5422
N -2.1345 -3.3820 0.3961
O -2.6887 -3.2026 -0.7009
C 2.1326 -0.8268 0.2705
N 0.5904 0.4739 -0.2466
H 0.7216 1.7472 -1.7485
C -0.1024 1.3248 -1.1643
H 3.0177 -1.3705 0.3593

---

(6)
15
Properties=species:S:1:pos:R:3 method="wB97M-V/def2-TZVPD" total_charge=0 spin_multiplicity=1 homo_energy_ev=-8.7 smiles="NC(=O)Sn1ncnc1N"
S 0.3125 -1.3047 -0.7314
C -0.6324 1.2778 -0.6620
H -3.5519 1.0706 0.4276
H 1.1747 1.2381 -1.5703
H 2.0834 -3.0011 0.2931
N -0.7876 -0.0696 -0.4717
C 1.1794 -1.2615 0.8833
N -2.0398 -0.2981 0.0103
H 0.4730 2.7955 -1.3602
C -2.5552 0.8917 0.0809
N 0.5229 1.8309 -1.0839
N 2.0296 -2.2880 0.9986
N -1.7368 1.8956 -0.3231
H 2.5583 -2.3966 1.8493
O 0.9699 -0.3804 1.6593

---

(7)
10
Properties=species:S:1:pos:R:3 method="wB97M-V/def2-TZVPD" total_charge=0 spin_multiplicity=1 homo_energy_ev=-9.6
C 0.1218 -0.6178 -0.4584
N 0.3402 -1.3593 -1.4692
C 0.7001 0.0315 0.8026
H 1.4281 0.8355 0.6470
O -0.9495 1.5666 -0.2384
H 0.7759 -0.4436 1.7895
H -1.4924 1.4548 -1.0268
C -0.7059 0.2978 0.2665
H -1.5076 -0.1403 0.8604
H 1.2892 -1.6251 -1.1730

---

(8)
10
Properties=species:S:1:pos:R:3 method="wB97M-V/def2-TZVPD" total_charge=0 spin_multiplicity=1 homo_energy_ev=-11.0 smiles=N#CCCO
H -0.5602 -1.0896 -1.0074
N -1.1233 -0.8949 2.1035
C 0.1260 -0.8132 -0.1997
H 1.2487 0.7438 -1.2354
H 0.9667 -1.5150 -0.2130
O -0.5469 1.4637 -0.6878
H 1.0904 0.9883 0.5124
C -0.5796 -0.9196 1.0810
C 0.5607 0.6507 -0.3909
H -1.1825 1.3857 0.0373

---

(9)
10
Properties=species:S:1:pos:R:3 method="wB97M-V/def2-TZVPD" total_charge=0 spin_multiplicity=1 homo_energy_ev=-10.5 smiles=COCC#N
C -1.0021 0.8627 0.2325
H -1.1985 0.1646 1.0589
C 0.4943 -0.7057 -0.8183
N 2.0579 -0.4741 1.2889
H 0.1114 -1.7364 -0.8009
O -0.5560 0.2135 -0.9402
C 1.3683 -0.5476 0.3632
H -0.2744 1.6129 0.5679
H 1.1200 -0.5964 -1.7103
H -1.9336 1.3629 -0.0397

---

(10)
10
Properties=species:S:1:pos:R:3 method="wB97M-V/def2-TZVPD" total_charge=0 spin_multiplicity=1 homo_energy_ev=-10.0
H 0.6949 0.2510 -1.3406
C -0.4651 1.7107 -0.5030
H 1.9005 -1.7743 0.4669
H -0.0991 2.4379 -1.1346
C 0.0867 0.5393 -0.5086
O -1.3134 -0.4289 1.0436
N 0.1006 -1.8768 -0.0399
H -1.2466 1.9760 0.1446
H 0.7368 -2.2499 1.6274
C -0.3955 -0.5852 0.2441

---

In hartree, the LUMO values for the records above are, in order, 0.0153; -0.0224; 0.0052; 0.0145; 0.0100; 0.0118; 0.0284; 0.0291; 0.0288; -0.0795.
In eV, the HOMO-LUMO gap values for the records above are, in order, 9.9; 8.8; 8.7; 8.7; 10.1; 9.1; 10.4; 11.8; 11.3; 7.9.